[1]
{"formula": "C10H34NO9", "method": "wB97M-V/def2-TZVPD", "species": ["N", "H", "H", "H", "H", "C", "C", "O", "H", "H", "H", "H", "H", "H", "C", "C", "O", "O", "H", "H", "H", "H", "H", "H", "C", "C", "O", "O", "H", "H", "H", "H", "H", "H", "C", "C", "O", "O", "H", "H", "H", "H", "H", "H", "C", "C", "O", "O", "H", "H", "H", "H", "H", "H"], "xyz": [[-0.4101, 0.4934, -0.1217], [-0.4739, -0.1262, -0.9378], [0.3768, 1.1676, -0.2567], [-0.0894, -0.0281, 0.6949], [-1.2069, 1.1204, 0.0712], [2.6266, 1.4812, -2.3613], [2.2543, 2.7424, -1.6505], [1.6533, 2.3442, -0.3569], [3.0181, 1.6654, -3.3596], [1.7961, 0.7755, -2.3828], [3.4109, 0.9736, -1.7911], [1.4757, 3.3127, -2.1583], [3.0867, 3.3991, -1.4123], [1.8234, 3.0493, 0.2740], [0.7885, -4.7567, 1.5029], [1.2175, -3.3483, 1.8320], [0.2704, -2.3739, 1.3918], [0.7141, -4.9638, 0.1018], [-0.1941, -4.9637, 1.9257], [1.5210, -5.4424, 1.9387], [2.1892, -3.0826, 1.4124], [1.3943, -3.2485, 2.9161], [-0.5915, -2.6472, 1.7257], [1.5914, -5.1724, -0.2313], [-0.2076, -2.3459, -2.1802], [-0.2770, -1.4679, -3.3818], [-0.8437, -0.1884, -2.9686], [0.7947, -1.8305, -1.3246], [0.0089, -3.3805, -2.4638], [-1.2024, -2.3387, -1.7112], [-0.8669, -1.9313, -4.1726], [0.7114, -1.2310, -3.7807], [-1.3097, 0.2097, -3.7085], [0.7137, -2.2653, -0.4626], [1.0675, 1.7770, 3.1860], [1.1977, 0.6791, 4.2181], [0.5793, 1.0917, 5.4373], [-0.1677, 1.7234, 2.4628], [1.8835, 1.7009, 2.4687], [1.1378, 2.7503, 3.6803], [2.2536, 0.4329, 4.3680], [0.7031, -0.2292, 3.8508], [1.0294, 0.6640, 6.1708], [-0.8844, 1.7608, 3.1048], [-3.7060, 1.7220, -1.7879], [-2.8559, 2.8253, -1.2490], [-2.3674, 2.5763, 0.0983], [-5.0621, 1.7630, -1.3565], [-3.2669, 0.7445, -1.5494], [-3.7289, 1.7925, -2.8767], [-3.3998, 3.7702, -1.2134], [-1.9623, 2.9539, -1.8577], [-3.1207, 2.3415, 0.6503], [-5.0937, 1.5586, -0.4181]], "forces_ev_per_angstrom": [[1.03, 0.40, 0.25], [-0.14, 0.32, 0.06], [-0.02, -0.05, -0.31], [-0.54, -0.13, 0.10], [-0.25, -0.29, 0.03], [0.62, -0.46, 0.33], [-1.02, 0.02, 1.09], [0.53, 0.16, -0.52], [-0.17, 0.03, -0.08], [-0.16, 0.16, -0.28], [0.03, 0.08, -0.10], [0.18, 0.06, -0.27], [0.20, -0.05, -0.28], [-0.19, -0.01, 0.07], [0.76, 0.01, -0.34], [0.34, 0.22, 0.98], [0.01, 0.09, -0.02], [-0.30, 0.09, -0.09], [-0.06, -0.07, -0.01], [-0.19, -0.06, 0.21], [-0.16, -0.09, -0.47], [-0.34, -0.11, -0.10], [-0.05, 0.04, -0.05], [0.01, -0.02, 0.00], [-0.05, -0.38, -0.01], [0.00, 1.00, -0.42], [-0.09, -0.50, 0.03], [-0.04, 0.15, 0.12], [0.04, 0.05, -0.06], [0.11, -0.04, 0.10], [-0.16, 0.04, 0.08], [0.12, -0.38, 0.04], [0.05, -0.02, -0.04], [-0.08, -0.05, 0.01], [-0.21, 0.19, 0.21], [0.00, -0.18, 0.27], [0.13, 0.00, -0.28], [0.16, -0.25, -0.11], [-0.15, -0.07, -0.23], [0.17, -0.08, 0.08], [-0.01, 0.15, 0.07], [0.05, 0.03, -0.13], [-0.11, 0.01, 0.04], [0.03, 0.11, 0.07], [-0.46, -0.54, -0.29], [0.38, 0.51, 0.80], [-0.09, -0.44, -0.40], [0.34, 0.14, 0.01], [0.12, 0.06, -0.01], [-0.13, 0.08, 0.02], [-0.09, -0.02, -0.30], [0.05, -0.01, 0.00], [-0.05, 0.23, 0.11], [-0.17, -0.09, 0.03]], "de_lowest_kcal_mol": 4.02, "homo_lumo_gap_ev": 10.8, "multiplicity": 1, "charge": 1}

[2]
{"formula": "C10H34O12P2", "method": "wB97M-V/def2-TZVPD", "species": ["C", "O", "P", "O", "O", "C", "O", "C", "H", "H", "H", "H", "H", "H", "H", "H", "H", "C", "O", "P", "O", "O", "C", "O", "C", "H", "H", "H", "H", "H", "H", "H", "H", "H", "C", "O", "H", "H", "H", "H", "C", "O", "H", "H", "H", "H", "C", "O", "H", "H", "H", "H", "C", "O", "H", "H", "H", "H"], "xyz": [[-2.5612, 0.7547, 0.4923], [-1.4996, 1.0521, -0.4040], [-0.3563, 2.0371, 0.0433], [0.5204, 1.5013, 1.0794], [0.3596, 2.4615, -1.3131], [1.4359, 3.3810, -1.2099], [-1.0507, 3.4175, 0.4837], [-1.7806, 4.2057, -0.4605], [-3.5351, 1.0233, 0.0880], [-2.4366, 1.2984, 1.4344], [-2.5554, -0.3027, 0.7565], [1.4482, 3.9240, -0.2643], [1.3078, 4.1491, -1.9773], [2.3880, 2.8942, -1.4019], [-1.9977, 3.6190, -1.3546], [-1.1680, 5.0496, -0.7816], [-2.6845, 4.5629, 0.0225], [-2.4622, -1.7784, -2.8256], [-2.0821, -0.4456, -3.1925], [-0.6052, -0.1014, -3.6637], [-0.1950, -0.7988, -4.8820], [0.3219, -0.3719, -2.3767], [1.7330, -0.3087, -2.5672], [-0.6047, 1.4886, -3.7439], [-1.6482, 2.1820, -4.4318], [-3.0839, -1.7000, -1.9385], [-1.5740, -2.3712, -2.5929], [-2.9663, -2.2641, -3.6583], [2.1509, -1.1843, -2.0619], [2.1843, 0.5391, -2.0484], [2.0424, -0.3368, -3.6103], [-2.4746, 1.5507, -4.7560], [-1.1838, 2.6990, -5.2720], [-2.0838, 2.9240, -3.7573], [0.6270, -2.0786, 0.4191], [0.3858, -2.9196, 1.5470], [0.9826, -1.1204, 0.8110], [1.4055, -2.4616, -0.2403], [-0.2830, -1.9725, -0.1754], [-0.3749, -2.5316, 2.0051], [2.7606, -0.3317, 3.1899], [2.3197, 1.0097, 3.1550], [3.4634, -0.5824, 2.3847], [3.3419, -0.4541, 4.1076], [1.9358, -1.0499, 3.1933], [1.7038, 1.1075, 2.4023], [3.3743, -4.1830, 2.9445], [2.0649, -4.7288, 2.9828], [3.3390, -3.0949, 2.8268], [3.8928, -4.4033, 3.8780], [3.9690, -4.6002, 2.1234], [1.5487, -4.2008, 2.3499], [-1.3951, -0.7730, 3.8287], [-1.8303, -1.8927, 3.0663], [-0.4465, -0.3958, 3.4475], [-2.1022, 0.0596, 3.7697], [-1.2386, -1.0595, 4.8721], [-2.7475, -2.0938, 3.2574]], "forces_ev_per_angstrom": [[-0.19, -0.04, 1.12], [0.05, 0.38, -0.87], [0.20, 0.94, -0.24], [-0.02, 0.06, 0.27], [-0.64, -0.82, 0.33], [0.30, 0.95, -0.35], [0.10, -0.62, 0.44], [0.30, -0.17, -0.35], [0.16, 0.06, -0.38], [-0.02, 0.03, -0.09], [0.15, -0.06, -0.27], [0.09, -0.31, 0.19], [-0.13, -0.21, -0.11], [0.00, -0.19, 0.24], [-0.28, 0.02, 0.07], [-0.01, 0.04, 0.17], [-0.06, -0.03, -0.04], [0.65, -0.14, -0.11], [0.28, 0.41, 0.33], [0.17, 0.09, 0.29], [0.15, -0.02, 0.02], [-0.75, 0.36, -0.88], [0.88, -0.68, 0.64], [-0.54, -0.67, 0.15], [0.03, 0.51, -0.07], [-0.14, -0.07, -0.09], [-0.08, 0.01, 0.10], [-0.20, 0.13, 0.06], [-0.05, -0.03, -0.23], [-0.44, 0.27, -0.18], [-0.23, 0.08, -0.06], [0.26, -0.23, -0.11], [-0.24, -0.08, -0.07], [0.21, -0.04, 0.05], [0.00, 0.35, 0.48], [0.14, -0.13, -0.48], [-0.21, 0.23, -0.47], [-0.01, -0.44, 0.28], [0.05, 0.25, -0.02], [-0.01, -0.32, 0.19], [0.44, 0.10, 0.32], [-0.29, -0.17, -0.40], [-0.22, 0.07, -0.22], [-0.21, -0.06, 0.06], [0.01, -0.07, -0.03], [0.29, 0.15, 0.33], [-0.08, 0.03, -0.03], [0.28, 0.25, -0.22], [0.08, -0.02, 0.02], [-0.11, -0.06, 0.03], [-0.03, 0.00, 0.00], [-0.21, -0.18, 0.26], [-0.05, 0.26, 0.41], [0.32, 0.14, -0.44], [0.00, -0.26, -0.22], [-0.05, -0.09, 0.08], [-0.08, 0.10, -0.02], [-0.03, -0.02, 0.13]], "smiles": "COP(=O)(OC)OC.COP(=O)(OC)OC.CO.CO.CO.CO", "de_lowest_kcal_mol": 0.00, "homo_lumo_gap_ev": 9.6, "multiplicity": 1}